# C15H60N30O15

A 15-piece molecular cluster, C15H60N30O15 overall in a non-equilibrium geometry (the ωB97M-V functional and the def2-TZVPD basis, the Open Molecules 2025 dataset).

Energy relative to the best compared isomer or geometry (same formula, charge and spin), eV: 1.836
Maximum force, eV Å⁻¹: 2.33
Frontier orbital gap, Eh: 0.3050
HOMO energy, Eh: -0.325
Energy, eV: -91960.717

The geometry in XYZ format:
```
120
Properties=species:S:1:pos:R:3:forces:R:3
C -21.46328 -13.46561 -0.18407 0.00 0.84 0.03
O -20.41225 -14.07113 0.01659 -0.28 -0.45 0.27
N -22.64411 -13.75350 0.41775 0.15 -0.02 0.09
N -21.49828 -12.38096 -0.99770 0.39 -0.05 -0.13
H -22.71438 -14.61392 0.92768 -0.15 -0.07 -0.10
H -23.45868 -13.28191 0.07123 -0.25 -0.31 0.15
H -22.31444 -11.82037 -1.16316 0.00 -0.03 -0.09
H -20.59871 -12.07902 -1.34059 -0.02 0.12 -0.09
C -20.40359 -15.65329 -3.52878 -1.27 1.39 -0.85
O -21.43724 -16.14438 -3.11664 0.30 -0.33 0.27
N -19.73647 -14.63780 -2.90870 0.26 0.35 0.74
N -19.98434 -15.81228 -4.84547 0.27 -0.07 1.32
H -18.88530 -14.19575 -3.23274 -0.10 -0.54 -0.08
H -20.17185 -14.16031 -2.13569 0.04 -0.62 0.25
H -20.58071 -16.39228 -5.40527 0.61 -0.37 -0.23
H -19.00134 -15.61345 -4.92031 0.01 -0.45 -0.98
C -16.77344 -13.91841 -4.94229 -0.17 -0.85 1.61
O -17.00346 -14.42512 -3.84321 -0.10 -0.43 -0.88
N -16.85047 -14.56164 -6.13899 0.13 0.74 0.47
N -16.47026 -12.60683 -4.98522 0.22 0.58 -0.30
H -16.64341 -13.94547 -6.90349 0.04 -0.80 -0.66
H -16.86204 -15.56424 -6.16999 0.19 0.00 -0.18
H -16.56210 -12.13682 -4.09630 0.18 0.23 -0.08
H -15.95810 -12.19815 -5.74648 -0.21 0.07 -0.07
C -18.62114 -9.14003 -3.62139 -1.00 -0.30 -0.24
O -18.49114 -8.11054 -4.28739 0.54 0.18 -0.04
N -19.14106 -9.16267 -2.37310 0.18 -0.19 0.89
N -18.40211 -10.39245 -4.09438 0.46 0.38 0.18
H -19.09810 -10.04467 -1.86550 0.17 0.27 -0.11
H -19.14839 -8.34561 -1.78284 0.03 0.21 -0.28
H -17.95764 -10.54616 -4.98000 -0.49 0.10 -0.18
H -18.74437 -11.13944 -3.51575 0.31 -0.39 -0.23
C -17.62258 -12.11729 -0.64425 -1.08 -0.47 0.86
O -18.44979 -11.88180 -1.53280 0.10 0.21 -0.27
N -16.52240 -11.36845 -0.41418 0.80 0.32 -0.02
N -17.82619 -13.11714 0.24543 0.32 -0.29 0.14
H -15.95805 -11.56833 0.39239 -0.02 -0.02 0.02
H -16.45328 -10.42011 -0.74702 -0.18 -0.13 -0.30
H -18.66487 -13.69295 0.20189 -0.10 0.21 -0.36
H -17.13406 -13.35246 0.93381 0.04 0.06 -0.06
C -20.30811 -9.40533 1.15099 -0.27 0.83 1.00
O -20.82467 -8.54033 0.43810 0.29 -0.12 -0.17
N -21.08126 -10.26020 1.87993 0.79 0.12 -0.97
N -18.98616 -9.43422 1.39111 0.32 -0.16 -0.25
H -22.03239 -9.95234 1.95778 -0.15 -0.55 0.36
H -20.56817 -10.86297 2.49375 -0.78 -0.19 0.50
H -18.56814 -10.20752 1.87470 0.07 0.08 0.08
H -18.40364 -8.68505 1.00461 -0.07 -0.44 -0.17
C -22.92297 -7.96093 -2.12288 -0.33 0.24 0.17
O -23.70201 -7.76358 -3.04216 0.15 -0.05 -0.09
N -22.78287 -7.13425 -1.03820 0.83 0.10 0.66
N -22.05180 -9.00452 -2.02844 -0.59 -0.36 -0.57
H -22.15092 -7.49358 -0.32845 -0.32 0.45 0.10
H -23.39343 -6.38427 -0.78050 -0.36 -0.14 -0.44
H -21.46372 -9.09204 -1.21157 -0.01 -0.09 -0.28
H -22.04547 -9.67145 -2.78204 0.11 0.02 0.01
C -20.44742 -5.39533 -5.62798 0.17 0.87 -0.68
O -19.58986 -5.59476 -6.49051 0.01 -0.50 0.24
N -21.31971 -4.35072 -5.78578 -0.31 0.04 0.21
N -20.52050 -6.07024 -4.46567 0.50 0.32 -0.78
H -21.98384 -4.11814 -5.06984 -0.17 -0.09 -0.14
H -21.49473 -4.04375 -6.72409 0.07 0.09 0.01
H -19.75169 -6.73239 -4.37964 -0.54 -0.48 0.78
H -21.27734 -5.87169 -3.84005 0.12 -0.55 0.37
C -14.05814 -10.67746 -3.01141 -0.97 0.03 -0.20
O -13.58541 -9.97556 -2.12452 0.22 -0.23 0.24
N -14.88688 -10.16962 -3.97079 0.45 -0.12 0.77
N -13.95645 -12.03062 -3.00746 0.79 -0.98 0.69
H -14.97414 -9.16680 -3.98953 0.18 0.02 -0.65
H -15.08454 -10.74191 -4.76444 0.01 0.47 -0.16
H -13.54545 -12.45012 -2.19096 0.20 0.28 0.01
H -14.14340 -12.70149 -3.73010 -0.35 0.51 -0.34
C -15.43114 -7.88398 -6.38796 -0.06 -1.02 1.74
O -14.24093 -8.12259 -6.21337 0.03 0.16 -0.57
N -15.96683 -6.65724 -6.32976 0.62 1.14 -0.77
N -16.36465 -8.91150 -6.36605 -0.48 0.45 -0.74
H -16.93054 -6.36707 -6.28600 -0.18 -0.51 -0.05
H -15.28044 -5.92076 -6.32937 -0.12 0.07 0.13
H -16.02113 -9.84978 -6.42555 0.21 0.06 -0.43
H -17.20433 -8.71762 -6.89206 -0.27 -0.32 0.38
C -16.27802 -7.88943 -0.38754 -1.79 -1.43 -0.41
O -17.49693 -7.75680 -0.18098 0.50 0.85 0.06
N -15.86692 -8.49441 -1.53393 1.45 -0.03 0.39
N -15.36282 -7.64328 0.56247 -0.01 0.37 0.39
H -14.94622 -8.96126 -1.49428 -0.34 0.40 -0.66
H -16.55547 -8.89167 -2.15191 -0.25 0.16 0.12
H -14.37571 -7.76100 0.42192 0.02 0.23 -0.14
H -15.70805 -7.03634 1.28932 0.29 0.01 0.11
C -21.31671 -11.88494 -5.26979 -0.17 0.05 0.94
O -22.31956 -12.08314 -4.59170 -0.13 0.29 -0.03
N -21.08261 -10.68972 -5.87949 -0.39 0.98 -0.69
N -20.33049 -12.82649 -5.29986 -0.25 0.71 -0.87
H -20.44346 -10.48698 -6.63284 0.31 -0.64 0.42
H -21.79740 -9.98541 -5.79728 -0.29 -0.33 0.20
H -19.47359 -12.55532 -5.76075 0.09 -0.26 0.49
H -20.45680 -13.53206 -4.59051 0.45 -0.11 -0.30
C -16.80748 -4.48753 -3.45039 -0.88 -0.24 0.20
O -16.09343 -3.77952 -2.76936 0.32 0.16 -0.21
N -16.83905 -5.84984 -3.38437 0.44 -0.86 0.43
N -17.74051 -4.04699 -4.36172 0.75 -0.06 0.18
H -17.52089 -6.44673 -3.82914 -0.04 0.23 -0.14
H -16.27678 -6.35282 -2.72073 0.20 0.44 0.12
H -18.39400 -4.74921 -4.64841 -0.37 0.49 -0.46
H -17.89865 -3.06468 -4.47012 -0.19 -0.02 0.03
C -19.31033 -4.45382 0.20689 1.02 1.19 0.36
O -18.42829 -4.40582 1.05909 -0.07 -0.09 -0.08
N -19.85225 -3.29410 -0.31205 0.13 -1.13 -0.14
N -19.74059 -5.61618 -0.29255 0.09 -0.55 0.43
H -19.46760 -2.49277 0.15567 -0.63 0.32 -0.01
H -20.81567 -3.42064 -0.57026 -0.10 0.92 0.00
H -19.17093 -6.35658 0.08856 -0.42 -0.54 -0.49
H -20.39527 -5.72747 -1.04224 0.05 -0.14 -0.06
C -18.17278 -11.78703 -7.99674 0.70 0.09 0.23
O -18.49919 -11.15702 -6.99544 0.10 -0.17 -0.38
N -17.43281 -11.23495 -9.00923 -0.58 -0.02 0.38
N -18.39970 -13.11604 -8.17957 0.17 -0.07 -0.72
H -17.34049 -10.23537 -9.01784 0.24 -0.01 -0.15
H -16.90610 -11.83295 -9.61588 0.06 0.28 -0.25
H -18.65584 -13.76092 -7.45392 -0.46 0.29 0.13
H -18.34004 -13.44517 -9.12709 -0.12 -0.31 0.11
```
Forces are in eV/Å.